Entry 1:
Here is the ion C3H9BN with charge -1 from the OMol25 dataset. Energies are from ωB97M-V/def2-TZVPD.

Highest occupied orbital energy   -2.79 eV
Total charge   -1
M   69.92 g/mol
Energy relative to the best compared isomer or geometry (same formula, charge and spin)   27.7 kJ/mol
LUMO   4.0254 eV
Frontier orbital gap   6.815 eV

Last column: Mulliken charge in e.
Cartesian coordinates (Å):
B  1.91  -0.91  -0.10  -0.062
N  0.42  -0.91  -0.61  -0.779
C  -0.41  -0.06  -0.19  0.809
C  -0.14  1.43  0.01  -1.300
C  -1.85  -0.46  0.11  -1.175
H  2.26  0.15  0.42  -0.156
H  2.05  -1.80  0.75  -0.142
H  2.68  -1.17  -1.03  -0.174
H  0.63  1.76  -0.68  0.343
H  -1.08  1.98  -0.14  0.393
H  0.19  1.61  1.03  0.293
H  -2.47  -0.19  -0.76  0.250
H  -2.26  0.11  0.95  0.317
H  -1.94  -1.54  0.24  0.381


Entry 2:
Here is a structure of composition C8H16CeO4 from the OMol25 dataset. Energies are from ωB97M-V/def2-TZVPD.

Highest occupied orbital energy (alpha / beta)   -14.84 / -17.11 eV
Total charge   +2
M   316.33 g/mol
Spin multiplicity   3
Energy relative to the best compared isomer or geometry (same formula, charge and spin)   145.0 kJ/mol
LUMO (alpha / beta)   -7.0340 / -7.5167 eV
Frontier orbital gap (alpha / beta)   7.808 / 9.596 eV

Last column: Mulliken charge in e.
Cartesian coordinates (Å):
C  -1.41  2.19  -0.27  -1.037
C  -0.91  2.03  1.02  0.047
O  -0.42  0.79  1.39  -0.190
C  0.59  0.77  2.41  -0.544
C  0.81  -0.68  2.79  -0.549
O  0.95  -1.43  1.58  -0.216
C  1.46  -2.75  1.77  -0.745
H  -2.08  1.38  -0.59  0.404
H  -1.71  3.21  -0.51  0.408
H  -0.52  2.86  1.61  0.423
H  0.26  1.34  3.28  0.460
H  1.51  1.21  2.00  0.365
H  -0.04  -1.07  3.37  0.372
H  1.72  -0.76  3.39  0.398
H  1.43  -3.25  0.80  0.370
H  2.50  -2.68  2.13  0.290
H  0.84  -3.29  2.50  0.360
O  -1.50  -1.55  -1.52  -0.506
C  -1.39  -0.94  -2.77  -0.257
C  0.01  -0.38  -2.97  -0.589
O  0.38  0.39  -1.80  -0.351
C  0.14  1.77  -1.83  -0.506
Ce  -0.35  -0.94  -0.04  1.435
H  -2.12  -0.11  -2.86  0.292
H  -1.59  -1.64  -3.60  0.384
H  0.09  0.26  -3.86  0.443
H  0.75  -1.18  -3.05  0.279
H  1.04  2.35  -1.63  0.319
H  -0.46  2.08  -2.69  0.438


Entry 3:
Here is a structure of composition C23H23IrN5O9P2 from the OMol25 dataset. Energies are from ωB97M-V/def2-TZVPD.

Highest occupied orbital energy (alpha / beta)   -14.24 / -14.66 eV
Total charge   +2
M   767.63 g/mol
Spin multiplicity   6
Energy relative to the best compared isomer or geometry (same formula, charge and spin)   0.0 kJ/mol
LUMO (alpha / beta)   -6.3340 / -8.4145 eV
Frontier orbital gap (alpha / beta)   7.906 / 6.247 eV

Last column: Mulliken charge in e.
Cartesian coordinates (Å):
Ir  0.37  -0.56  -0.18  2.792
C  2.56  3.14  0.82  -0.848
C  1.61  4.14  0.74  -0.604
C  0.34  3.84  0.26  -0.898
C  0.07  2.55  -0.12  0.521
N  0.99  1.58  -0.02  0.282
C  2.20  1.86  0.45  -0.219
C  -1.24  2.11  -0.67  0.668
C  -2.20  2.97  -1.18  -0.938
C  -3.37  2.42  -1.68  -0.856
C  -3.56  1.04  -1.66  -1.047
C  -2.55  0.25  -1.13  0.889
N  -1.43  0.79  -0.65  -0.055
C  -2.62  -1.23  -1.01  0.501
C  -3.75  -1.98  -1.28  -1.071
C  -3.72  -3.35  -1.07  -0.541
C  -2.57  -3.93  -0.58  -0.856
C  -1.47  -3.12  -0.33  -0.126
N  -1.50  -1.81  -0.56  0.171
H  3.56  3.34  1.19  0.477
H  1.85  5.15  1.05  0.469
H  -0.42  4.61  0.20  0.452
H  2.90  1.03  0.51  0.658
H  -2.04  4.04  -1.20  0.433
H  -4.14  3.06  -2.09  0.476
H  -4.47  0.61  -2.04  0.434
H  -4.66  -1.50  -1.63  0.450
H  -4.60  -3.95  -1.27  0.463
H  -2.51  -4.99  -0.38  0.466
H  -0.55  -3.52  0.07  0.352
C  3.06  -0.45  3.87  -1.684
C  1.89  -1.34  3.45  1.349
O  1.69  -2.28  4.48  -0.588
P  2.35  -2.21  1.92  0.748
O  1.42  -3.48  1.76  -0.531
O  3.77  -2.89  2.10  -0.567
O  2.30  -1.30  0.72  -0.704
P  0.38  -0.30  3.06  0.709
O  -0.65  -0.71  4.19  -0.511
O  0.71  1.14  2.99  -0.779
O  -0.22  -0.97  1.79  -1.019
H  3.85  -1.08  4.27  0.445
H  2.74  0.25  4.64  0.422
H  3.44  0.14  3.03  0.300
H  0.79  -2.64  4.44  0.382
H  1.83  -4.30  2.06  0.303
H  4.54  -2.37  1.85  0.373
H  -0.72  -0.05  4.90  0.379
O  1.18  -2.24  -1.56  -0.280
N  1.06  -2.26  -2.78  -0.454
N  0.68  -1.04  -3.28  0.844
O  0.52  -0.06  -2.53  -0.442
C  0.47  -0.96  -4.69  0.585
C  0.82  -2.04  -5.50  -0.350
C  0.61  -1.92  -6.86  -0.635
C  0.07  -0.75  -7.39  -0.475
C  -0.26  0.32  -6.56  -0.639
C  -0.06  0.22  -5.19  -0.271
H  1.24  -2.94  -5.09  0.476
H  0.87  -2.74  -7.52  0.418
H  -0.08  -0.67  -8.45  0.421
H  -0.67  1.22  -6.98  0.401
H  -0.30  1.04  -4.53  0.478


Entry 4:
Here is a structure of composition C24H37BaN2S from the OMol25 dataset. Energies are from ωB97M-V/def2-TZVPD.

Highest occupied orbital energy   -10.55 eV
Total charge   +1
M   522.97 g/mol
Energy relative to the best compared isomer or geometry (same formula, charge and spin)   0.0 kJ/mol
LUMO   -2.8967 eV
Frontier orbital gap   7.652 eV

Last column: Mulliken charge in e.
Cartesian coordinates (Å):
Ba  0.58  -0.71  -0.98  1.644
C  2.77  -0.62  0.53  -0.089
C  1.76  0.04  1.30  -0.873
C  1.63  1.36  0.72  -0.448
C  2.48  1.40  -0.41  0.157
C  3.22  0.21  -0.51  -0.743
C  4.21  -0.14  -1.61  2.280
C  3.45  -0.37  -2.92  -1.574
C  5.19  1.03  -1.80  -1.678
C  4.99  -1.40  -1.26  -1.964
C  0.78  2.58  1.09  2.480
C  1.24  3.82  0.30  -2.297
C  0.93  2.94  2.58  -1.825
C  -0.70  2.38  0.73  -1.986
C  1.21  -0.62  2.56  2.331
C  2.07  -0.23  3.78  -1.682
C  -0.27  -0.31  2.86  -1.568
C  1.29  -2.15  2.42  -1.814
H  3.16  -1.61  0.73  0.265
H  2.60  2.25  -1.06  0.369
H  2.84  0.50  -3.19  0.246
H  2.79  -1.25  -2.85  0.155
H  4.13  -0.57  -3.75  0.433
H  4.68  1.93  -2.13  0.315
H  5.95  0.77  -2.54  0.444
H  5.69  1.26  -0.86  0.381
H  4.34  -2.28  -1.18  0.301
H  5.53  -1.29  -0.32  0.409
H  5.72  -1.62  -2.05  0.436
H  2.28  4.07  0.51  0.454
H  0.62  4.67  0.59  0.441
H  1.13  3.68  -0.78  0.414
H  1.98  3.07  2.83  0.381
H  0.51  2.19  3.24  0.292
H  0.42  3.89  2.78  0.466
H  -0.79  2.29  -0.36  0.534
H  -1.27  3.26  1.04  0.513
H  -1.15  1.50  1.18  0.183
H  2.07  0.84  3.95  0.252
H  3.10  -0.54  3.61  0.357
H  1.70  -0.72  4.68  0.470
H  -0.44  0.73  3.10  0.188
H  -0.59  -0.90  3.72  0.548
H  -0.92  -0.58  2.02  0.225
H  2.31  -2.51  2.36  0.371
H  0.74  -2.52  1.54  0.231
H  0.82  -2.62  3.29  0.472
N  -3.89  1.46  -0.39  -0.385
C  -3.93  0.20  -0.85  0.592
S  -2.49  -0.68  -0.99  -0.478
N  -5.13  -0.25  -1.21  -0.144
C  -5.56  -1.52  -1.69  0.691
C  -5.01  -2.72  -1.25  -0.281
C  -5.52  -3.92  -1.75  -0.674
C  -6.57  -3.92  -2.65  -0.496
C  -7.13  -2.72  -3.06  -0.543
C  -6.62  -1.52  -2.58  -0.554
H  -3.02  1.82  -0.04  0.050
H  -4.73  1.96  -0.16  0.209
H  -5.87  0.44  -1.22  0.248
H  -4.21  -2.73  -0.53  0.411
H  -5.09  -4.85  -1.41  0.371
H  -6.96  -4.86  -3.03  0.390
H  -7.95  -2.71  -3.76  0.371
H  -7.05  -0.58  -2.91  0.327


How do the records compare in energy? In the order shown, they have -199.29764; -1089.77837; -2627.75321; -1469.76230 Eh.
How do the records compare in largest force on an atom? In the order shown, they have 1.81; 3.42; 0.66; 1.12 eV/A.